(1)
ORCA calculation (ωB97M-V/def2-TZVPD) on one molecule with the formula C5H8N2 in a non-equilibrium geometry.

Positions of all 15 atoms, in Å:
N: -1.09424 -0.75777 -2.01874
C: -0.18732 -0.06760 -1.21772
C: -1.03278 0.84235 0.93192
N: -2.17249 0.84705 0.71357
C: 0.77206 -0.71089 -0.52157
C: 1.24621 -0.28483 0.84719
C: 0.39026 0.89782 1.35306
H: -1.87614 -0.19298 -2.31942
H: -1.44565 -1.56734 -1.51996
H: -0.31067 1.01620 -1.20365
H: 1.07752 -1.67425 -0.90825
H: 1.15952 -1.12172 1.57642
H: 2.31648 -0.01570 0.85852
H: 0.83511 1.82719 0.98517
H: 0.32212 0.96249 2.44347

Calculated values
- Charge: 0
- ΔE to the lowest compared entry with this formula, charge and spin: 161.0 kJ/mol
- Structure (SMILES): N#CCC/C=C/N

---

(2)
ORCA calculation (ωB97M-V/def2-TZVPD) on C33H39AsN6O8STa as an isolated structure in a non-equilibrium geometry.

Positions of all 89 atoms, in Å:
Ta: 0.10383 0.04182 0.34387
C: -4.84241 -3.72704 -4.05716
C: -3.72554 -2.90888 -3.47642
C: -2.82984 -2.20627 -4.25293
C: -1.76859 -1.44797 -3.71830
C: -0.97473 -0.76312 -4.68558
N: 0.07835 -0.03600 -4.51364
C: 0.76691 0.66456 -5.59497
C: 0.38301 2.14624 -5.67334
C: 0.76254 2.99382 -4.45735
N: -0.14114 2.81869 -3.31957
C: -0.96522 3.72346 -2.90301
C: -1.76804 3.70066 -1.72815
C: -2.58785 4.82936 -1.52761
C: -3.35803 5.00976 -0.39852
C: -4.20976 6.22693 -0.18469
C: -3.25524 4.02749 0.57797
C: -2.45120 2.89271 0.44374
C: -2.34123 2.04187 1.58771
N: -1.59529 1.00978 1.69461
C: -1.50455 0.33640 2.98694
C: -2.41782 -0.87677 3.01562
C: -1.82994 -1.98177 2.15422
N: -1.67824 -1.56561 0.75168
C: -2.46674 -2.14324 -0.07394
C: -2.51547 -2.08089 -1.50738
C: -3.53814 -2.82680 -2.10263
C: -1.57494 -1.37350 -2.29984
O: -0.58461 -0.71338 -1.79444
C: -1.70619 2.66171 -0.74207
O: -1.03803 1.56214 -0.95308
H: -4.91506 -3.59675 -5.13470
H: -5.80040 -3.45020 -3.61712
H: -4.68645 -4.78734 -3.85308
H: -2.94753 -2.23833 -5.33111
H: -1.31949 -0.84625 -5.71358
H: 0.51175 0.05045 -3.59173
H: 0.50610 0.19548 -6.54299
H: 1.83546 0.56545 -5.41498
H: -0.68779 2.24326 -5.87085
H: 0.91520 2.56159 -6.53007
H: 0.76047 4.04588 -4.73918
H: 1.75785 2.71509 -4.11805
H: -0.06828 1.97124 -2.76351
H: -1.02534 4.62199 -3.51176
H: -2.60233 5.58864 -2.30233
H: -4.34773 6.78903 -1.10555
H: -3.74423 6.88863 0.54800
H: -5.19257 5.95826 0.20131
H: -3.82462 4.15133 1.49398
H: -2.91898 2.35179 2.46043
H: -1.73495 1.01865 3.80764
H: 0.38172 0.50172 3.53770
H: -3.40807 -0.58881 2.66016
H: -2.51275 -1.24134 4.03873
H: -2.47613 -2.85672 2.22426
H: -0.84564 -2.25516 2.53324
H: -3.20297 -2.82636 0.35176
H: -4.22268 -3.36770 -1.45695
O: 3.02188 -0.91468 -1.07615
As: 2.03365 0.57138 -1.28513
O: 2.11999 0.74602 -2.93071
O: 1.80433 0.00868 1.35934
C: 3.32905 1.84659 -0.51055
C: 4.35811 2.37703 -1.26549
C: 5.29608 3.20386 -0.65024
C: 5.21304 3.50215 0.70559
C: 4.19037 2.97274 1.47876
C: 3.26869 2.15397 0.84873
S: 1.87675 1.49765 1.65176
O: 1.76627 1.81925 3.03145
O: 0.70598 1.95582 0.82632
O: -0.17565 -0.12596 3.05461
H: 3.73925 -0.88315 -1.72322
H: 4.41472 2.13828 -2.32004
H: 6.10264 3.61735 -1.24096
H: 5.95138 4.14445 1.16480
H: 4.10523 3.18862 2.53632
C: 3.26191 -4.08072 -1.20354
N: 1.83920 -3.73902 -1.30583
C: 1.06490 -4.40430 -2.36145
C: 1.29162 -2.85032 -0.57110
N: 0.75555 -2.04571 0.08261
H: 3.75432 -3.83370 -2.14434
H: 3.36623 -5.14891 -1.02008
H: 3.73426 -3.52695 -0.39769
H: 1.06416 -5.48050 -2.19259
H: 1.52349 -4.19940 -3.32890
H: 0.03824 -4.04384 -2.36482

Calculated values
- Charge: +3
- ΔE to the lowest compared entry with this formula, charge and spin: 85.1 kJ/mol

---

(3)
ORCA calculation (ωB97M-V/def2-TZVPD) on C43H39N2O3PSY as an isolated structure.

Positions of all 90 atoms, in Å:
Y: 0.08334 0.00836 0.06694
C: 7.50317 0.86709 2.88939
O: 6.46454 1.01310 1.91775
C: 5.21539 0.65473 2.25186
C: 4.86153 0.21296 3.54604
C: 3.55776 -0.13455 3.77072
C: 2.56135 -0.05279 2.77520
C: 1.24192 -0.53712 3.07873
C: 0.90873 -1.17168 4.39977
O: 0.29944 -0.50310 2.24917
C: 2.94394 0.42478 1.48240
O: 2.07492 0.52681 0.50166
C: 4.27410 0.74553 1.24111
H: 8.42139 1.14288 2.38386
H: 7.56884 -0.16510 3.23186
H: 7.33780 1.53665 3.73368
H: 5.58807 0.15256 4.33913
H: 3.28750 -0.48246 4.75909
H: 1.61605 -1.95879 4.66024
H: -0.09006 -1.59591 4.32478
H: 0.93224 -0.43203 5.20442
H: 4.56448 1.09380 0.25907
C: -2.80759 0.56562 1.94632
C: -3.25748 0.22029 0.55249
C: -4.63757 0.16042 0.27952
C: -5.04824 -0.07073 -0.99550
C: -4.10203 -0.23717 -2.02662
C: -4.52208 -0.48889 -3.35518
C: -3.58750 -0.66843 -4.32384
C: -2.21484 -0.58604 -4.00379
C: -1.75630 -0.34179 -2.73315
S: 0.00365 -0.21858 -2.51293
C: -2.73430 -0.18459 -1.69527
N: -2.33905 0.03566 -0.38016
H: -3.63787 0.50380 2.64753
H: -2.44235 1.59480 1.97374
H: -2.01604 -0.09126 2.30742
H: -5.34504 0.30817 1.08401
H: -6.10444 -0.12178 -1.23727
H: -5.58247 -0.54058 -3.56876
H: -3.88618 -0.86771 -5.34493
H: -1.48018 -0.71519 -4.78925
C: 0.13822 6.75405 0.00594
C: 0.04373 5.25345 0.01162
C: 0.19942 4.50864 -1.14717
C: 0.10515 3.12923 -1.10460
N: -0.14665 2.45982 0.02720
C: -0.28091 3.17740 1.15339
C: -0.19882 4.54958 1.19054
H: 0.38743 7.13505 -0.98252
H: 0.90115 7.09540 0.70704
H: -0.81031 7.19782 0.31274
H: 0.40072 4.99281 -2.09434
H: 0.22836 2.52626 -1.99525
H: -0.44354 2.61759 2.06821
H: -0.31464 5.06662 2.13514
C: -2.56429 -4.15012 -3.64310
C: -1.19836 -3.93691 -3.78125
C: -0.42574 -3.61419 -2.67484
C: -1.00797 -3.51016 -1.41359
C: -2.37825 -3.72438 -1.28207
C: -3.15279 -4.04598 -2.39104
P: 0.00006 -2.87590 -0.03228
C: -0.70254 -3.57439 1.50368
C: -0.02268 -4.48268 2.30995
C: -0.56461 -4.89920 3.52205
C: -1.79737 -4.42069 3.94044
C: -2.48915 -3.51637 3.14226
C: -1.93746 -3.09182 1.94305
C: 1.60418 -3.69104 -0.23137
C: 1.68849 -5.05458 -0.52816
C: 2.92183 -5.66567 -0.67320
C: 4.08714 -4.91560 -0.52731
C: 4.01459 -3.56247 -0.24054
C: 2.77302 -2.94935 -0.09640
H: -3.16560 -4.40089 -4.50807
H: -0.73026 -4.01606 -4.75428
H: 0.63439 -3.43109 -2.80315
H: -2.85907 -3.66221 -0.31346
H: -4.21489 -4.22026 -2.27129
H: 0.94169 -4.86774 2.00410
H: -0.02005 -5.60690 4.13458
H: -2.21985 -4.75267 4.88042
H: -3.45646 -3.14200 3.45537
H: -2.48659 -2.37838 1.33862
H: 0.78353 -5.63859 -0.65641
H: 2.97825 -6.72159 -0.90615
H: 5.05161 -5.39326 -0.64759
H: 4.91834 -2.97582 -0.13796
H: 2.73255 -1.88569 0.11473

Calculated values
- Charge: +1
- ΔE to the lowest compared entry with this formula, charge and spin: 0.0 kJ/mol

---

(4)
ORCA calculation (ωB97M-V/def2-TZVPD) on H26KrO13 as an isolated structure in a non-equilibrium geometry.

Positions of all 40 atoms, in Å:
Kr: -0.04826 0.66483 0.19426
O: 0.34086 -0.79932 -3.07443
H: 1.06465 -1.32699 -2.73691
H: -0.38739 -1.41513 -3.15610
O: -3.17195 -0.73088 2.12247
H: -4.01118 -0.49743 2.51925
H: -3.37563 -0.87694 1.19866
O: -0.40939 -4.06067 -0.59131
H: -1.08855 -4.41843 -0.01949
H: -0.21079 -3.20129 -0.21948
O: 2.36079 -2.24445 -1.63710
H: 2.33645 -2.03873 -0.70258
H: 3.20386 -1.90366 -1.93597
O: 0.27237 -1.14933 3.39178
H: 0.38836 -0.63917 4.19335
H: -0.41116 -1.78364 3.60782
O: 1.40543 -2.16427 1.08985
H: 1.84954 -2.92681 1.46069
H: 0.91039 -1.79555 1.82143
O: -1.28655 1.51028 -2.92603
H: -1.61276 1.37733 -3.81605
H: -0.68918 0.77728 -2.77738
O: -0.11130 3.59245 -1.55729
H: -0.58652 2.85599 -1.94202
H: -0.66995 3.88965 -0.83908
O: -2.35102 1.69944 3.09672
H: -2.63857 0.97545 2.54049
H: -3.13897 2.22586 3.23185
O: -3.62181 -1.04801 -0.79208
H: -3.79213 -0.23688 -1.27092
H: -2.96580 -1.50446 -1.31889
O: 2.72533 1.99349 -1.74058
H: 2.26792 2.05138 -2.57942
H: 2.02658 1.98258 -1.08646
O: 2.10844 4.35018 0.08178
H: 1.33479 4.10894 -0.42762
H: 2.31260 3.56737 0.59341
O: 3.41149 -0.35979 2.33559
H: 3.51843 0.39445 1.75599
H: 2.74067 -0.89504 1.91163

Calculated values
- Charge: 0
- ΔE to the lowest compared entry with this formula, charge and spin: 64.9 kJ/mol

---

Number 1: molecular weight 96.13 g/mol. Number 2: molecular weight 935.65 g/mol. Number 3: molecular weight 783.74 g/mol. Number 4: molecular weight 318.00 g/mol.